1.
Molecular formula: CH3ClFNO3S
Method: DFT, wB97M-V/def2-TZVPD

Output
spin multiplicity: 1

Each line ends with the Löwdin charge.
Element x y z (Å)
1 C -0.55162 -0.04935 1.28227  -0.0577
2 N -0.40478 1.01045 -0.54577  -0.6506
3 O -0.18499 -1.34851 -1.55635  -0.2802
4 O 0.97975 0.60858 -2.56637  -0.2909
5 O -0.22507 -1.27693 1.60287  0.1042
6 F 1.70225 -0.21095 -0.36384  -0.2456
7 S 0.45979 -0.04817 -1.41183  0.4887
8 Cl 0.64776 2.26589 -0.22456  0.6558
9 H -0.79062 -1.80523 1.08754  0.0983
10 H -0.05272 0.83207 1.67276  0.0795
11 H -1.57975 0.02217 1.02330  0.0987

2.
Molecular formula: C25H25BF4FeN3OPS5
Method: DFT, wB97M-V/def2-TZVPD

Output
expectation value of S²: 0.971
spin multiplicity: 2
total charge: -1

Each line ends with the Mulliken spin population.
Element x y z (Å)
1 Fe -1.46271 -0.80463 -0.62613  0.7705
2 S -3.14833 -2.55962 -0.28594  0.0426
3 C -4.60162 -1.67899 0.03936  0.0268
4 C -5.81796 -2.37295 0.05105  0.0029
5 C -6.99252 -1.74493 0.39169  0.0120
6 C -6.98232 -0.39397 0.73244  0.0084
7 C -5.80297 0.31192 0.70610  0.0078
8 C -4.59704 -0.30006 0.35149  0.0396
9 S -3.15130 0.65229 0.36518  0.0599
10 H -5.80447 -3.42107 -0.20988  0.0000
11 H -7.92063 -2.29922 0.39713  0.0018
12 H -7.90252 0.09317 1.02107  0.0016
13 H -5.77410 1.36050 0.95907  0.0003
14 O -0.19184 -1.17762 0.80947  0.0076
15 C 0.92667 -1.31006 1.57306  0.0165
16 C 1.05633 -0.06576 2.41929  -0.0101
17 C 2.08868 0.56007 3.04794  -0.0016
18 C 1.67682 1.72895 3.72765  -0.0001
19 C 0.34276 1.95694 3.60639  0.0004
20 S -0.43942 0.76013 2.64702  0.0047
21 C 0.78400 -2.52786 2.47056  0.0045
22 C -0.06397 -3.57184 2.28077  0.0014
23 C 0.06011 -4.56685 3.27822  0.0002
24 C 1.00511 -4.26554 4.20042  -0.0002
25 S 1.76297 -2.75013 3.87936  -0.0003
26 C 2.11117 -1.59562 0.67286  0.0054
27 C 1.99237 -2.01641 -0.61590  -0.0037
28 C 3.23385 -2.31442 -1.21846  -0.0001
29 C 4.28043 -2.12508 -0.37870  0.0000
30 S 3.76657 -1.58112 1.17521  0.0006
31 H 3.10486 0.21510 3.02671  0.0000
32 H 2.34795 2.36855 4.27344  0.0002
33 H -0.22975 2.75519 4.03383  0.0000
34 H -0.75151 -3.61492 1.45739  0.0003
35 H -0.53396 -5.46316 3.30207  0.0002
36 H 1.30814 -4.82544 5.06404  0.0000
37 H 1.03739 -2.11499 -1.10657  0.0064
38 H 3.32678 -2.65493 -2.23338  0.0000
39 H 5.32574 -2.28126 -0.55992  0.0000
40 F -0.98052 -0.44911 -4.67675  0.0002
41 B -1.65045 -0.73996 -3.53661  0.0153
42 F -2.89362 -1.23447 -3.74902  0.0002
43 F -1.72487 0.41185 -2.69832  -0.0031
44 F -0.90890 -1.66481 -2.72592  -0.0049
45 C 2.10756 3.95118 -0.80101  -0.0002
46 N 0.96100 3.85591 -1.68689  0.0001
47 C 1.43727 3.53577 -3.02181  0.0004
48 N 2.24085 2.32758 -3.07866  -0.0002
49 C 3.34803 2.45396 -2.14989  0.0004
50 N 2.93711 2.75900 -0.78946  -0.0006
51 C 2.23078 1.64731 -0.18729  -0.0029
52 P 0.66461 1.12181 -1.09636  -0.0067
53 C -0.00137 2.87359 -1.21984  -0.0007
54 C 1.44473 1.14525 -2.80504  -0.0017
55 H 1.76286 4.14831 0.21827  -0.0001
56 H 2.72708 4.79125 -1.13657  -0.0001
57 H 2.05936 4.37365 -3.35507  0.0000
58 H 0.58078 3.42531 -3.69112  0.0000
59 H 3.99150 3.27193 -2.49560  0.0000
60 H 3.91461 1.51779 -2.14474  0.0000
61 H 1.96159 1.93431 0.83333  0.0001
62 H 2.91083 0.79381 -0.13154  -0.0001
63 H -0.36106 3.16985 -0.22848  -0.0009
64 H -0.85188 2.86093 -1.90792  0.0001
65 H 0.63948 1.09080 -3.54236  -0.0010
66 H 2.08290 0.26284 -2.92072  -0.0003

Number 1: electronic energy -1278.48904 Ha. Number 2: electronic energy -5227.72508 Ha.